1.
An isolated molecule of C7H6 in a non-equilibrium geometry, computed with ωB97M-V/def2-TZVPD.

Last column: Mulliken charge in e.
Atoms and positions in Å:
C (1.241408, 0.599333, 0.695315)  -0.180
C (1.372115, -0.068856, -0.419167)  -0.813
C (0.057926, -0.857179, -0.583146)  0.340
C (-1.033981, -0.041362, -1.342527)  -0.324
C (-1.143610, 0.197210, 0.012017)  -0.246
C (-0.221900, 0.433630, 1.177342)  -0.260
C (-0.647951, -0.961656, 0.724084)  -0.405
H (2.033829, 1.403479, 0.999972)  0.269
H (2.280477, -0.077378, -0.998025)  0.397
H (-0.525871, 0.834862, -1.825423)  0.275
H (-1.714366, -0.715596, -1.686887)  0.259
H (-0.455473, 1.028909, 2.111312)  0.366
H (-1.242603, -1.775396, 1.135132)  0.323

Forces on atoms 1 to 6 (eV/Å):
C 0.9 3.1 0.9
C -0.6 -1.2 0.2
C 0.3 1.1 -0.9
C 3.2 1.9 -1.9
C 1.0 -0.7 3.7
C 1.8 1.3 1.1

The value obtained for the relative energy (zero: lowest compared OMol25 entry of this formula, charge and spin) is 95.8 kcal per mole. As for the spin multiplicity: 1. The LUMO energy comes out at 0.869 eV. The HOMO energy comes out at -7.9 eV. The calculation puts the orbital gap at 8.77 eV. The SMILES is C1=C[C@@]23C[C@@]24[C@H]1[C@@H]43.

2.
A structure of composition C5H13N2O2P in a non-equilibrium geometry, computed with ωB97M-V/def2-TZVPD.

Last column: Mulliken charge in e.
Atoms and positions in Å:
C (0.677474, -1.151650, -1.737404)  -0.436
C (1.753038, -0.771493, -0.676839)  -0.648
C (-0.119529, 0.671159, -0.257375)  0.690
C (-0.950211, 1.896039, -0.491680)  -1.460
C (-0.200544, 0.375509, 2.523714)  -1.317
N (-0.647052, -0.714493, -1.472323)  -0.560
N (1.232972, 0.555901, -0.234007)  -0.334
O (-0.369302, -1.858073, 1.032818)  -0.523
O (-2.420328, -0.382088, 0.732361)  -0.759
P (-0.959754, -0.377989, 0.991727)  0.927
H (1.085242, -0.868893, -2.734987)  0.378
H (0.697140, -2.229642, -1.682506)  0.258
H (1.942193, -1.431863, 0.185100)  0.202
H (2.635988, -0.608927, -1.216504)  0.418
H (-0.706853, 2.384782, -1.454305)  0.418
H (-0.853421, 2.597529, 0.367178)  0.320
H (-2.063162, 1.662097, -0.456886)  0.384
H (-0.257301, -0.227209, 3.401417)  0.404
H (0.853028, 0.631233, 2.433846)  0.369
H (-0.693478, 1.266441, 2.773647)  0.379
H (-1.276077, -0.204537, -2.155409)  0.255
H (-1.024480, -2.522697, 0.848220)  0.326
H (1.664414, 1.308864, -0.719807)  0.310

Forces on atoms 1 to 6 (eV/Å):
C 0.7 -1.5 -1.6
C -2.3 1.6 0.6
C -3.2 -4.0 -0.5
C -0.7 0.8 0.2
C 0.1 -1.1 -0.6
N -0.3 3.1 1.7

The value obtained for the relative energy (zero: lowest compared OMol25 entry of this formula, charge and spin) is 52.1 kcal per mole. As for the spin multiplicity: 1. The LUMO energy comes out at 0.805 eV. The HOMO energy comes out at -8.5 eV. The calculation puts the orbital gap at 9.26 eV.

3.
A structure of composition C22H47CuNO4Si2 in a non-equilibrium geometry, computed with ωB97M-V/def2-TZVPD.

Last column: Löwdin spin population.
Atoms and positions in Å:
O (-1.446965, -0.344462, -2.577027)  0.000
O (-1.717982, -2.738067, -2.720893)  0.000
C (-2.493926, 0.359823, -1.867899)  0.000
C (-2.439802, 1.863997, -1.940674)  0.000
H (-2.385490, 0.068209, -0.820548)  0.000
H (-3.455494, -0.015395, -2.238729)  0.000
H (-1.491633, 2.298038, -1.592223)  0.000
H (-3.208229, 2.275550, -1.277651)  0.000
H (-2.686842, 2.249904, -2.936980)  0.000
C (-0.499875, 0.395334, -3.427135)  0.000
C (-0.407530, -0.299472, -4.752324)  0.000
H (0.475311, 0.392310, -2.912291)  0.000
H (-0.837117, 1.436559, -3.528924)  0.000
H (-0.217330, -1.362494, -4.607881)  0.000
H (0.391011, 0.099089, -5.389103)  0.000
H (-1.355591, -0.181534, -5.270890)  0.000
C (-0.549200, -3.636291, -2.446779)  0.000
C (-3.007478, -3.345364, -2.388824)  0.000
C (0.744760, -3.006756, -2.835171)  0.000
H (-0.787787, -4.524908, -3.048910)  0.000
H (-0.573424, -3.946131, -1.394107)  0.000
H (0.783418, -2.838100, -3.915125)  0.000
H (1.568863, -3.704886, -2.633768)  0.000
H (0.939428, -2.074898, -2.286761)  0.000
C (-3.801667, -3.566783, -3.647731)  0.000
H (-3.507013, -2.712880, -1.664349)  0.000
H (-2.773538, -4.278360, -1.892879)  0.000
H (-3.855878, -2.660002, -4.257538)  0.000
H (-4.802769, -3.910017, -3.375594)  0.000
H (-3.322140, -4.342457, -4.252559)  0.000
H (-1.645924, -1.643561, -2.798724)  0.000
Cu (1.202879, 1.014006, 1.488356)  0.480
C (0.014814, -0.412860, 1.263776)  0.142
Si (-0.808017, -1.715980, 2.363076)  0.019
H (0.484220, -1.044775, 0.457071)  0.017
H (-0.835691, 0.054184, 0.707587)  0.003
C (-2.657517, -1.270940, 2.183009)  0.003
C (0.129665, -1.578746, 3.971850)  0.000
C (-0.659140, -3.410737, 1.532484)  0.007
C (-0.057135, 2.220185, 2.383054)  0.161
Si (1.054928, 2.855813, 3.753934)  0.038
H (-0.917368, 1.602180, 2.708812)  0.004
H (-0.426517, 2.973115, 1.666303)  0.009
C (0.877968, 1.720516, 5.246056)  0.001
C (0.490633, 4.617892, 4.114307)  0.014
C (2.890352, 2.811134, 3.340602)  0.010
H (-0.662345, -4.249503, 2.238939)  0.001
H (0.287677, -3.430603, 0.964360)  0.001
H (-1.485912, -3.574614, 0.816020)  0.000
H (-2.860030, -0.227784, 2.467314)  0.000
H (-3.329368, -1.922521, 2.759651)  0.001
H (-2.910623, -1.384585, 1.110866)  0.001
H (-0.218663, -0.778792, 4.633110)  0.000
H (1.175355, -1.352217, 3.691336)  0.000
H (0.146528, -2.506757, 4.555964)  0.000
H (-0.574688, 4.731972, 3.873210)  0.001
H (1.050896, 5.350357, 3.518007)  0.000
H (0.623699, 4.884377, 5.170324)  0.002
H (3.105550, 3.361524, 2.416798)  0.000
H (3.214099, 1.768394, 3.184615)  0.001
H (3.483171, 3.242417, 4.160968)  0.001
H (1.120768, 2.258693, 6.172607)  0.000
H (1.568481, 0.868503, 5.166479)  0.000
H (-0.144424, 1.333049, 5.338444)  0.000
O (4.455189, -0.855897, 0.553503)  0.018
C (3.663547, 0.053084, 0.803062)  0.006
O (2.891914, 0.107843, 1.858218)  0.021
C (3.486509, 1.202094, -0.141755)  0.009
C (4.375177, 1.568079, -1.154881)  -0.002
C (4.090549, 2.733898, -1.883252)  0.008
C (2.910854, 3.440893, -1.614565)  -0.001
C (2.027086, 2.957677, -0.643927)  0.008
N (2.323870, 1.858264, 0.051208)  0.016
H (5.239442, 0.927642, -1.338364)  0.000
H (4.788456, 3.081376, -2.651847)  0.001
H (2.655194, 4.354968, -2.145292)  0.000
H (1.085804, 3.457184, -0.411406)  0.000

Forces on atoms 1 to 6 (eV/Å):
O 0.4 0.4 -1.0
O 0.2 -1.0 0.1
C -0.2 0.0 0.7
C -0.2 0.6 -0.1
H 0.0 -0.1 -0.1
H 0.1 0.1 -0.1

The value obtained for the relative energy (zero: lowest compared OMol25 entry of this formula, charge and spin) is 29.8 kcal per mole. As for the spin multiplicity: 2. The LUMO energy (spin up / spin down) comes out at -0.211 / -0.212 eV. The HOMO energy (spin up / spin down) comes out at -5.0 / -6.7 eV. The expectation value of S² is 0.756. The calculation puts the orbital gap (spin up / spin down) at 4.79 / 6.52 eV.

4.
An isolated molecule of C6H11N, computed with ωB97M-V/def2-TZVPD.

Last column: Mulliken charge in e.
Atoms and positions in Å:
C (2.149498, -0.772522, 0.095860)  -1.038
C (2.143217, 0.483491, 0.957051)  -0.263
N (0.825812, 1.087663, 1.186403)  -0.516
C (-0.154098, 0.669193, 0.575888)  0.267
C (-1.210747, 0.275749, -0.098536)  0.587
C (-2.132592, -0.801157, 0.415455)  -1.237
C (-1.507570, 0.893915, -1.443569)  -1.285
H (3.168969, -1.155778, -0.010635)  0.351
H (1.530971, -1.556913, 0.546396)  0.289
H (1.750274, -0.569782, -0.903894)  0.294
H (2.763802, 1.265099, 0.503112)  0.286
H (2.575845, 0.281407, 1.942472)  0.293
H (-1.790984, -1.208117, 1.371527)  0.329
H (-3.149387, -0.412120, 0.554736)  0.334
H (-2.196771, -1.628613, -0.303253)  0.311
H (-2.489115, 1.384017, -1.446649)  0.361
H (-0.755550, 1.640228, -1.716090)  0.324
H (-1.521582, 0.124247, -2.226269)  0.313

Forces on atoms 1 to 6 (eV/Å):
C 0.0 0.0 0.0
C 0.2 -0.1 0.0
N -0.5 -0.2 -0.3
C 0.2 0.0 0.0
C 0.2 0.1 0.1
C 0.0 0.0 0.0

The value obtained for the relative energy (zero: lowest compared OMol25 entry of this formula, charge and spin) is 29.6 kcal per mole. As for the spin multiplicity: 1. The LUMO energy comes out at 0.975 eV. The HOMO energy comes out at -8.2 eV. The calculation puts the orbital gap at 9.12 eV. The SMILES is CCN=C=C(C)C.

> Which of these has the lowest relative energy (zero: lowest compared OMol25 entry of this formula, charge and spin)?

C6H11N

> Which formula does entry 1 have?

C7H6